Entry 1:
The following is a quantum chemistry calculation of a single H4N3P molecule in a non-equilibrium geometry, from OMol25.

Structure (ORCA input):
```
! wB97M-V def2-TZVPD RIJCOSX def2/J DEFGRID3
* xyz 0 1
N 1.9242 0.3386 -0.7031
N 0.9235 -0.3124 0.5407
N -0.1810 -0.3521 0.0133
P -1.6154 -0.9486 0.5643
H 1.2328 0.3878 -1.4235
H 2.1367 1.2612 -0.3671
H -2.5176 -0.2647 -0.1844
H -1.9032 -0.1097 1.5598
*
```

As for the energy above the lowest of the compared OMol25 structures with the same formula, charge and spin: 44.7 kcal/mol. The value obtained for the total energy is -507.8867 a.u. The LUMO energy comes out at 0.2 eV. The frontier orbital gap is 0.33505 Eh.

Entry 2:
The following is a quantum chemistry calculation of a molecular structure, H4N4O2 in a non-equilibrium geometry, from OMol25.

Structure (ORCA input):
```
! wB97M-V def2-TZVPD RIJCOSX def2/J DEFGRID3
* xyz 0 1
N -0.6027 -0.8412 -0.5846
N 0.0712 -1.6105 -1.5011
N -0.6301 0.7273 1.4458
N 0.0495 0.0842 -0.1097
O 1.0671 0.6486 -0.4803
O 0.2861 1.6354 1.8362
H 0.7980 -1.0262 -2.0191
H -0.6127 -2.0129 -1.9839
H -1.3894 1.2927 1.1097
H 0.9629 1.1027 2.2872
*
```

As for the energy above the lowest of the compared OMol25 structures with the same formula, charge and spin: 34.3 kcal/mol. The value obtained for the total energy is -371.6818 a.u. The LUMO energy comes out at 1.0 eV. The frontier orbital gap is 0.36796 Eh.

Entry 3:
The following is a quantum chemistry calculation of 2 unconnected molecules or ions with the total composition H4N5 in a non-equilibrium geometry, from OMol25.

Structure (ORCA input):
```
! wB97M-V def2-TZVPD RIJCOSX def2/J DEFGRID3
* xyz 1 1
N -3.2234 0.4932 0.0896
N -1.1956 -0.5964 0.1041
N -2.1960 -0.0691 0.0815
N 1.3881 0.3973 0.1681
N 0.9173 -0.5447 -0.4320
H -4.1172 0.2581 -0.2468
H 1.4477 1.3312 -0.2123
H 1.6031 0.3814 1.1200
H 1.1922 -1.5137 -0.1009
*
```

As for the energy above the lowest of the compared OMol25 structures with the same formula, charge and spin: 92.2 kcal/mol. The value obtained for the total energy is -275.7406 a.u. The LUMO energy comes out at -6.4 eV. The frontier orbital gap is 0.29260 Eh.

Entry 4:
The following is a quantum chemistry calculation of 2 unconnected molecules or ions with the total composition H4NO2PS in a non-equilibrium geometry, from OMol25.

Structure (ORCA input):
```
! wB97M-V def2-TZVPD RIJCOSX def2/J DEFGRID3
* xyz 0 1
N -0.8640 -1.0423 0.2543
O 1.2439 0.1765 0.9491
O 1.0130 0.9679 -1.4127
P 1.4098 -0.4260 -0.6128
S -1.7271 0.3501 0.2245
H -1.1840 -1.8033 -0.3941
H 0.7737 -0.4354 1.5253
H 0.0911 1.2065 -1.3069
H -0.7565 1.0059 0.7732
*
```

As for the energy above the lowest of the compared OMol25 structures with the same formula, charge and spin: 92.9 kcal/mol. The value obtained for the total energy is -947.1201 a.u. The LUMO energy (alpha / beta) comes out at -0.6 / -0.8 eV. The frontier orbital gap (alpha / beta) is 0.27009 / 0.25148 Eh.

Entry 5:
The following is a quantum chemistry calculation of 2 unconnected molecules or ions with the total composition H4NOP2 in a non-equilibrium geometry, from OMol25.

Structure (ORCA input):
```
! wB97M-V def2-TZVPD RIJCOSX def2/J DEFGRID3
* xyz -1 1
N -2.1319 -0.9096 -0.0352
O -0.9828 -0.1910 0.0459
P -3.5590 -0.2240 0.0103
P 2.5270 0.2122 -0.2053
H -4.2593 -1.5472 0.0483
H 3.4248 1.0129 -0.8977
H 1.6653 1.2662 -0.0337
H 3.3159 0.3806 1.0674
*
```

As for the energy above the lowest of the compared OMol25 structures with the same formula, charge and spin: 93.4 kcal/mol. The value obtained for the total energy is -814.9970 a.u. The LUMO energy comes out at 3.9 eV. The frontier orbital gap is 0.23694 Eh.

Entry 6:
The following is a quantum chemistry calculation of 2 unconnected molecules or ions with the total composition H4NOPS2 in a non-equilibrium geometry, from OMol25.

Structure (ORCA input):
```
! wB97M-V def2-TZVPD RIJCOSX def2/J DEFGRID3
* xyz 0 1
N 1.4253 0.1540 0.0331
O -0.3298 -0.4159 -1.5881
P -0.2071 -0.2143 -0.0405
S -0.8328 -1.9999 0.6839
S -1.1019 1.6200 0.2300
H 2.1651 -0.4844 -0.0685
H 1.7519 0.8925 0.6914
H -1.5803 -0.8006 -1.4925
H -1.2903 1.2487 1.5512
*
```

As for the energy above the lowest of the compared OMol25 structures with the same formula, charge and spin: 41.8 kcal/mol. The value obtained for the total energy is -1270.1292 a.u. The LUMO energy comes out at 0.1 eV. The frontier orbital gap is 0.32719 Eh.

Entry 7:
The following is a quantum chemistry calculation of 2 unconnected molecules or ions with the total composition H4NOPS2 in a non-equilibrium geometry, from OMol25.

Structure (ORCA input):
```
! wB97M-V def2-TZVPD RIJCOSX def2/J DEFGRID3
* xyz 0 1
N 0.3568 -0.7878 -1.3280
O 0.9567 1.3298 1.5575
P -1.1985 -0.8847 -0.6452
S -1.2054 -2.0073 0.9575
S -2.4693 0.1441 -1.6748
H 0.5389 -0.0784 -2.1074
H 1.1621 -1.0988 -0.7626
H 0.6475 1.0556 2.3777
H 1.2112 2.3275 1.6252
*
```

As for the energy above the lowest of the compared OMol25 structures with the same formula, charge and spin: 22.9 kcal/mol. The value obtained for the total energy is -1270.1594 a.u. The LUMO energy comes out at -0.3 eV. The frontier orbital gap is 0.33427 Eh.

Entry 8:
The following is a quantum chemistry calculation of a single H4NOPS2 molecule in a non-equilibrium geometry, from OMol25.

Structure (ORCA input):
```
! wB97M-V def2-TZVPD RIJCOSX def2/J DEFGRID3
* xyz 0 1
N -0.6452 0.2083 1.2134
P 0.4138 0.2404 -0.0982
O -0.3765 0.6845 -1.4178
S 2.0227 1.3555 0.3244
S 0.7732 -1.8589 -0.5113
H -1.5259 -0.4849 1.1876
H -0.3483 0.4147 2.1598
H 0.1654 1.5595 -1.7818
H -0.4792 -2.1191 -1.0762
*
```

As for the energy above the lowest of the compared OMol25 structures with the same formula, charge and spin: 11.4 kcal/mol. The value obtained for the total energy is -1270.1777 a.u. The LUMO energy comes out at 0.4 eV. The frontier orbital gap is 0.34963 Eh.

Entry 9:
The following is a quantum chemistry calculation of 2 unconnected molecules or ions with the total composition H4NP in a non-equilibrium geometry, from OMol25.

Structure (ORCA input):
```
! wB97M-V def2-TZVPD RIJCOSX def2/J DEFGRID3
* xyz 0 1
N -0.2446 0.5999 -0.8570
P 0.4260 0.8376 0.7001
H 0.4270 0.4595 -1.6013
H -0.9256 -0.1621 -0.8292
H 1.0636 -2.1205 1.0144
H -0.7463 0.3855 1.5730
*
```

As for the energy above the lowest of the compared OMol25 structures with the same formula, charge and spin: 76.6 kcal/mol. The value obtained for the total energy is -398.3556 a.u. The LUMO energy (alpha / beta) comes out at -0.2 / -0.5 eV. The frontier orbital gap (alpha / beta) is 0.36467 / 0.26049 Eh.

Entry 10:
The following is a quantum chemistry calculation of 2 unconnected molecules or ions with the total composition H4NP3 in a non-equilibrium geometry, from OMol25.

Structure (ORCA input):
```
! wB97M-V def2-TZVPD RIJCOSX def2/J DEFGRID3
* xyz 0 1
N 3.0793 -0.5073 -0.6615
P -0.8651 1.3300 -0.6527
P 1.7309 -0.0485 -0.1455
P -1.1648 -0.5014 0.3066
H 1.1439 -0.3932 1.0821
H -0.0381 1.8987 0.4062
H -2.4685 -0.4732 0.3760
H -1.4177 -1.3050 -0.7111
*
```

As for the energy above the lowest of the compared OMol25 structures with the same formula, charge and spin: 89.4 kcal/mol. The value obtained for the total energy is -1081.0098 a.u. The LUMO energy (alpha / beta) comes out at -1.6 / -1.7 eV. The frontier orbital gap (alpha / beta) is 0.26121 / 0.27474 Eh.

Entry 11:
The following is a quantum chemistry calculation of a single H4NPS molecule in a non-equilibrium geometry, from OMol25.

Structure (ORCA input):
```
! wB97M-V def2-TZVPD RIJCOSX def2/J DEFGRID3
* xyz 0 1
N 0.3614 1.1874 0.6763
P -0.4378 -0.2831 0.6212
S -1.1762 -0.8931 -1.5959
H 1.0897 1.2715 0.0099
H -0.0180 1.8867 1.2828
H 0.7109 -1.0692 0.3360
H -0.5300 -2.1002 -1.3303
*
```

As for the energy above the lowest of the compared OMol25 structures with the same formula, charge and spin: 8.2 kcal/mol. The value obtained for the total energy is -796.6759 a.u. The LUMO energy comes out at 0.6 eV. The frontier orbital gap is 0.34360 Eh.

Entry 12:
The following is a quantum chemistry calculation of 2 unconnected molecules or ions with the total composition H4NPS in a non-equilibrium geometry, from OMol25.

Structure (ORCA input):
```
! wB97M-V def2-TZVPD RIJCOSX def2/J DEFGRID3
* xyz 0 1
N -0.9824 0.9199 -1.4077
P 1.5312 0.3911 1.2873
S 1.6006 -1.5222 1.7922
H -1.4496 0.1370 -1.8105
H 0.0572 0.7736 -1.6219
H -1.0449 0.7968 -0.3889
H 0.2878 -1.4962 2.1495
*
```

As for the energy above the lowest of the compared OMol25 structures with the same formula, charge and spin: 45.5 kcal/mol. The value obtained for the total energy is -796.6164 a.u. The LUMO energy (alpha / beta) comes out at -1.3 / -1.3 eV. The frontier orbital gap (alpha / beta) is 0.24950 / 0.24916 Eh.

Entry 13:
The following is a quantum chemistry calculation of 2 unconnected molecules or ions with the total composition H4NPS2 in a non-equilibrium geometry, from OMol25.

Structure (ORCA input):
```
! wB97M-V def2-TZVPD RIJCOSX def2/J DEFGRID3
* xyz 0 1
S -1.2932 -1.1093 1.9846
P -1.8579 0.1021 0.6273
S -3.7504 -0.4764 -0.3383
H -3.3464 -1.6670 0.1440
N 2.7006 0.5454 -0.6696
H 3.0379 0.8986 0.2163
H 2.8303 1.2101 -1.4103
H 1.6792 0.4963 -0.5540
*
```

As for the energy above the lowest of the compared OMol25 structures with the same formula, charge and spin: 12.7 kcal/mol. The value obtained for the total energy is -1194.8785 a.u. The LUMO energy comes out at -1.5 eV. The frontier orbital gap is 0.28527 Eh.

Entry 14:
The following is a quantum chemistry calculation of 2 unconnected molecules or ions with the total composition H4O2, from OMol25.

Structure (ORCA input):
```
! wB97M-V def2-TZVPD RIJCOSX def2/J DEFGRID3
* xyz 0 1
O 0.9285 -0.9447 -1.5035
H 0.6530 -1.1344 -0.5983
H 0.9395 0.0177 -1.5501
O -0.4560 0.7617 1.1900
H -1.0956 0.6943 0.4712
H -0.9693 0.6054 1.9907
*
```

As for the energy above the lowest of the compared OMol25 structures with the same formula, charge and spin: 2.9 kcal/mol. The value obtained for the total energy is -152.8703 a.u. The LUMO energy comes out at 0.7 eV. The frontier orbital gap is 0.44434 Eh.

Entry 15:
The following is a quantum chemistry calculation of 2 unconnected molecules or ions with the total composition H4O2 in a non-equilibrium geometry, from OMol25.

Structure (ORCA input):
```
! wB97M-V def2-TZVPD RIJCOSX def2/J DEFGRID3
* xyz 0 1
O 1.6304 0.1471 -0.1136
H 0.5993 0.0672 -0.0115
H 2.0560 -0.5956 0.3676
O -1.0346 0.0134 -0.0129
H -1.7691 -0.5454 -0.3529
H -1.4821 0.9134 0.1233
*
```

As for the energy above the lowest of the compared OMol25 structures with the same formula, charge and spin: 6.6 kcal/mol. The value obtained for the total energy is -152.8645 a.u. The LUMO energy comes out at 0.5 eV. The frontier orbital gap is 0.39870 Eh.

Entry 16:
The following is a quantum chemistry calculation of 2 unconnected molecules or ions with the total composition H4O2 in a non-equilibrium geometry, from OMol25.

Structure (ORCA input):
```
! wB97M-V def2-TZVPD RIJCOSX def2/J DEFGRID3
* xyz 0 1
O -0.6034 -0.8501 -0.5727
H 0.3252 -1.2074 -0.6197
H -1.1372 -1.5260 -0.1017
O 0.4199 1.3616 0.8558
H 0.8009 1.7540 0.0577
H 0.1946 0.4680 0.3807
*
```

As for the energy above the lowest of the compared OMol25 structures with the same formula, charge and spin: 7.5 kcal/mol. The value obtained for the total energy is -152.8630 a.u. The LUMO energy comes out at 0.5 eV. The frontier orbital gap is 0.41821 Eh.

Entry 17:
The following is a quantum chemistry calculation of 2 unconnected molecules or ions with the total composition H4O2 in a non-equilibrium geometry, from OMol25.

Structure (ORCA input):
```
! wB97M-V def2-TZVPD RIJCOSX def2/J DEFGRID3
* xyz 0 1
O 1.4585 -0.1146 -0.0117
H 0.5665 0.2842 0.0764
H 2.0407 0.6655 -0.1185
O -1.3908 0.1315 -0.0474
H -1.2932 -0.5780 -0.7030
H -1.3816 -0.3886 0.8042
*
```

As for the energy above the lowest of the compared OMol25 structures with the same formula, charge and spin: 1.6 kcal/mol. The value obtained for the total energy is -152.8724 a.u. The LUMO energy comes out at 0.9 eV. The frontier orbital gap is 0.44335 Eh.

Entry 18:
The following is a quantum chemistry calculation of 2 unconnected molecules or ions with the total composition H4O2 in a non-equilibrium geometry, from OMol25.

Structure (ORCA input):
```
! wB97M-V def2-TZVPD RIJCOSX def2/J DEFGRID3
* xyz 0 1
O -1.1940 0.1790 -0.5160
H -1.3726 -0.8188 -0.5829
H -1.9238 0.3595 0.1957
O 1.3789 -0.0447 0.5027
H 0.6364 0.4176 -0.0470
H 1.1808 -1.0328 0.5406
*
```

As for the energy above the lowest of the compared OMol25 structures with the same formula, charge and spin: 11.8 kcal/mol. The value obtained for the total energy is -152.8562 a.u. The LUMO energy comes out at 0.4 eV. The frontier orbital gap is 0.41017 Eh.

Entry 19:
The following is a quantum chemistry calculation of 2 unconnected molecules or ions with the total composition H4O2 in a non-equilibrium geometry, from OMol25.

Structure (ORCA input):
```
! wB97M-V def2-TZVPD RIJCOSX def2/J DEFGRID3
* xyz 0 1
O -2.1348 0.1362 -0.1538
H -1.3262 -0.3243 -0.2984
H -2.6420 -0.5488 0.3359
O 1.9143 -0.0477 -0.1649
H 2.8150 0.0355 0.1225
H 1.3736 0.7491 0.1586
*
```

As for the energy above the lowest of the compared OMol25 structures with the same formula, charge and spin: 6.5 kcal/mol. The value obtained for the total energy is -152.8646 a.u. The LUMO energy comes out at 0.8 eV. The frontier orbital gap is 0.45626 Eh.

Entry 20:
The following is a quantum chemistry calculation of 2 unconnected molecules or ions with the total composition H4O2 in a non-equilibrium geometry, from OMol25.

Structure (ORCA input):
```
! wB97M-V def2-TZVPD RIJCOSX def2/J DEFGRID3
* xyz 0 1
O -1.6115 -0.0571 -0.1111
H -0.6973 0.0412 -0.0185
H -2.0328 0.0792 0.7640
O 1.3503 -0.0150 0.1110
H 1.3296 0.7770 -0.4445
H 1.6616 -0.8254 -0.3008
*
```

As for the energy above the lowest of the compared OMol25 structures with the same formula, charge and spin: 4.2 kcal/mol. The value obtained for the total energy is -152.8682 a.u. The LUMO energy comes out at 0.8 eV. The frontier orbital gap is 0.43918 Eh.